(1)
{"formula": "C21H27N6O7Re", "method": "the ωB97M-V functional and the def2-TZVPD basis", "species": ["Re", "O", "C", "C", "C", "C", "C", "C", "C", "O", "N", "N", "C", "C", "C", "C", "C", "C", "C", "O", "H", "H", "H", "H", "H", "H", "H", "H", "H", "H", "N", "C", "C", "C", "C", "N", "C", "N", "N", "C", "O", "O", "H", "H", "H", "H", "H", "H", "H", "H", "H", "H", "H", "H", "H", "H", "C", "O", "H", "H", "H", "O"], "xyz": [[-0.46, 0.53, 0.13], [1.83, 0.33, -3.51], [2.52, 1.45, -3.19], [3.65, 1.73, -3.96], [4.43, 2.84, -3.69], [4.08, 3.70, -2.65], [2.97, 3.42, -1.89], [2.17, 2.30, -2.14], [0.96, 2.03, -1.30], [0.07, 1.18, -1.78], [0.97, 2.58, -0.13], [-0.12, 2.44, 0.78], [-0.90, 3.56, 0.76], [-2.32, 3.40, 0.97], [-3.13, 4.24, 1.73], [-4.50, 4.04, 1.80], [-5.07, 2.97, 1.11], [-4.28, 2.12, 0.34], [-2.90, 2.32, 0.24], [-2.17, 1.59, -0.57], [1.02, 0.31, -2.95], [3.90, 1.04, -4.76], [5.30, 3.04, -4.30], [4.68, 4.57, -2.43], [2.68, 4.06, -1.06], [-0.45, 4.46, 0.37], [-2.67, 5.06, 2.26], [-5.12, 4.70, 2.40], [-6.14, 2.80, 1.16], [-4.72, 1.31, -0.22], [1.15, -0.89, 0.80], [1.92, -1.77, -0.07], [2.45, -3.01, 0.66], [1.47, -3.88, 1.46], [0.59, -4.92, 0.74], [-0.46, -4.47, -0.15], [-1.47, -3.68, 0.20], [-1.72, -3.46, 1.48], [-2.24, -3.11, -0.74], [1.06, -2.13, -1.29], [1.37, -3.11, -1.98], [0.07, -1.36, -1.44], [1.70, -0.29, 1.42], [0.56, -1.38, 1.46], [2.78, -1.20, -0.45], [3.19, -2.66, 1.39], [2.99, -3.64, -0.06], [0.85, -3.26, 2.11], [2.07, -4.48, 2.14], [0.15, -5.58, 1.50], [1.23, -5.56, 0.13], [-0.21, -4.43, -1.13], [-1.19, -3.91, 2.20], [-2.24, -2.62, 1.73], [-1.74, -2.89, -1.59], [-2.70, -2.26, -0.41], [-1.25, 0.07, 3.17], [-0.23, 0.43, 2.31], [-0.89, 0.16, 4.21], [-1.60, -0.97, 3.05], [-2.15, 0.70, 3.08], [-1.81, -0.54, 0.56]], "total_charge": -1, "de_lowest_ev": 4.699, "spin_multiplicity": 4, "e_homo_ev": [-1.9, -4.2], "s2": 3.782, "energy_ha": -1749.93611, "homo_lumo_gap_ev": [4.07, 6.34]}



(2)
{"formula": "C21H27NO5S", "method": "the ωB97M-V functional and the def2-TZVPD basis", "species": ["C", "C", "C", "C", "C", "O", "C", "C", "C", "C", "C", "C", "H", "H", "C", "O", "N", "C", "C", "C", "C", "C", "O", "H", "H", "H", "H", "H", "C", "C", "H", "H", "S", "O", "O", "C", "C", "H", "H", "H", "H", "H", "H", "H", "H", "H", "H", "H", "H", "H", "H", "H", "H", "H", "H"], "xyz": [[-8.82, 1.05, -1.76], [-7.88, 0.23, -0.88], [-6.46, 0.78, -0.92], [-5.51, -0.04, -0.03], [-4.09, 0.51, -0.07], [-3.30, -0.30, 0.77], [-1.98, 0.01, 0.93], [-1.27, -0.81, 1.81], [0.07, -0.59, 2.05], [0.74, 0.43, 1.39], [0.03, 1.26, 0.53], [-1.32, 1.05, 0.30], [-1.84, 1.72, -0.37], [0.52, 2.09, 0.05], [2.17, 0.70, 1.71], [2.52, 1.06, 2.82], [3.07, 0.57, 0.69], [2.74, -0.04, -0.59], [2.69, -1.54, -0.54], [3.45, -2.47, -1.20], [2.96, -3.73, -0.80], [1.95, -3.48, 0.07], [1.77, -2.16, 0.23], [1.29, -4.13, 0.62], [3.32, -4.69, -1.12], [4.25, -2.26, -1.88], [1.77, 0.33, -0.93], [3.51, 0.23, -1.32], [4.45, 0.93, 0.96], [4.97, 1.95, -0.05], [5.49, 2.78, 0.43], [4.21, 2.33, -0.72], [6.25, 1.06, -0.99], [5.63, 0.24, -2.00], [7.30, 1.94, -1.41], [6.73, 0.03, 0.42], [5.38, -0.32, 0.99], [4.93, -1.10, 0.36], [5.44, -0.70, 2.01], [7.30, -0.83, 0.09], [7.33, 0.65, 1.08], [4.42, 1.38, 1.96], [0.61, -1.22, 2.74], [-1.80, -1.61, 2.31], [-4.08, 1.55, 0.28], [-3.70, 0.48, -1.10], [-5.50, -1.08, -0.36], [-5.86, -0.02, 1.00], [-6.09, 0.76, -1.95], [-6.46, 1.82, -0.58], [-7.88, -0.81, -1.21], [-8.25, 0.25, 0.15], [-8.49, 1.02, -2.80], [-8.85, 2.08, -1.43], [-9.83, 0.65, -1.72]], "total_charge": 0, "de_lowest_ev": 1.149, "spin_multiplicity": 1, "smiles": "CCCCCOc1ccc(C(=O)N(Cc2ccco2)[C@H]2CCS(=O)(=O)C2)cc1", "e_homo_ev": -8.6, "energy_ha": -1645.53486, "homo_lumo_gap_ev": 9.24}



(3)
{"formula": "C21H27NOP2Sn", "method": "the ωB97M-V functional and the def2-TZVPD basis", "species": ["C", "C", "C", "C", "C", "C", "C", "C", "C", "C", "C", "C", "C", "H", "H", "H", "H", "H", "H", "H", "N", "Sn", "C", "H", "H", "C", "H", "H", "P", "P", "C", "H", "H", "H", "C", "H", "H", "H", "C", "H", "H", "H", "C", "H", "H", "H", "C", "O", "H", "C", "H", "H", "H"], "xyz": [[1.19, 2.33, -2.91], [0.95, 1.69, -1.71], [-0.37, 1.26, -1.44], [-1.38, 1.24, -2.43], [-1.12, 1.91, -3.63], [0.15, 2.46, -3.85], [-2.67, 0.54, -2.11], [-3.00, 0.64, -0.64], [-1.93, 0.66, 0.28], [-2.12, 0.57, 1.68], [-3.42, 0.66, 2.16], [-4.49, 0.78, 1.26], [-4.30, 0.76, -0.13], [2.19, 2.75, -3.10], [-1.95, 2.03, -4.35], [0.35, 3.00, -4.78], [-3.47, 0.97, -2.70], [-3.58, 0.67, 3.24], [-5.50, 0.88, 1.66], [-5.14, 0.87, -0.84], [-0.63, 0.74, -0.18], [0.49, -1.33, 0.09], [2.05, 1.54, -0.66], [1.71, 1.92, 0.32], [2.96, 2.07, -0.96], [-0.91, 0.56, 2.62], [-0.24, 1.40, 2.36], [-1.24, 0.67, 3.67], [2.61, -0.20, -0.43], [0.14, -0.97, 2.54], [-0.77, -2.28, 3.43], [-0.13, -3.18, 3.46], [-1.00, -1.95, 4.46], [-1.70, -2.51, 2.90], [1.61, -0.57, 3.55], [1.32, -0.47, 4.62], [2.34, -1.40, 3.46], [2.08, 0.36, 3.21], [3.17, -0.77, -2.06], [3.88, -0.01, -2.44], [3.67, -1.75, -1.94], [2.33, -0.87, -2.76], [4.02, -0.23, 0.69], [4.27, -1.28, 0.93], [4.86, 0.24, 0.15], [3.80, 0.33, 1.62], [1.54, -3.40, 0.78], [2.04, -4.40, 0.96], [-2.56, -0.54, -2.37], [-0.42, -2.02, -1.72], [0.11, -2.96, -1.93], [-0.31, -1.25, -2.50], [-1.49, -2.16, -1.50]], "total_charge": 2, "de_lowest_ev": 0.000, "spin_multiplicity": 1, "e_homo_ev": -12.6, "energy_ha": -1842.85605, "homo_lumo_gap_ev": 5.20}



(4)
{"formula": "C21H28B3F4N12O4V", "method": "the ωB97M-V functional and the def2-TZVPD basis", "species": ["V", "C", "C", "N", "O", "B", "F", "F", "O", "N", "C", "C", "C", "N", "O", "B", "F", "F", "O", "N", "C", "C", "C", "H", "H", "H", "H", "H", "H", "H", "H", "H", "H", "H", "H", "C", "C", "N", "N", "C", "B", "N", "C", "C", "C", "N", "N", "C", "C", "C", "N", "H", "H", "H", "H", "H", "H", "H", "H", "H", "H", "C", "C", "N", "C", "C", "N", "H", "H", "H", "H", "H", "H"], "xyz": [[7.19, -14.28, 0.57], [10.68, -12.55, -1.35], [9.26, -12.85, -0.94], [8.94, -14.05, -0.65], [10.02, -14.85, -0.65], [9.95, -16.32, -0.60], [11.16, -16.68, -0.24], [9.56, -16.94, -1.85], [8.78, -16.89, 0.19], [8.30, -16.59, 1.48], [8.67, -15.19, 1.89], [10.10, -14.94, 2.30], [7.63, -14.63, 2.83], [7.27, -13.53, 2.28], [6.56, -12.61, 2.86], [6.71, -11.14, 2.04], [5.83, -10.28, 2.54], [8.02, -10.80, 2.05], [6.36, -11.34, 0.62], [7.22, -12.24, -0.01], [8.28, -11.78, -0.59], [8.48, -10.33, -0.95], [7.07, -15.23, 4.04], [10.80, -12.93, -2.40], [11.31, -13.14, -0.74], [10.93, -11.52, -1.33], [10.19, -13.93, 2.72], [10.92, -15.09, 1.60], [10.35, -15.64, 3.13], [9.31, -10.22, -1.64], [8.79, -9.75, -0.07], [7.58, -9.84, -1.33], [6.54, -16.13, 3.85], [6.45, -14.57, 4.62], [7.90, -15.50, 4.69], [7.55, -18.68, 2.18], [8.47, -17.74, 2.35], [6.92, -16.33, 1.20], [6.15, -17.35, 0.91], [6.36, -18.53, 1.38], [4.79, -16.90, 0.34], [6.23, -17.19, -1.98], [7.51, -18.00, -3.92], [8.17, -16.86, -3.96], [7.67, -15.83, -3.07], [6.78, -15.91, -2.15], [4.39, -15.55, 0.77], [3.09, -15.31, 1.12], [2.92, -13.93, 1.20], [4.17, -13.40, 0.91], [5.05, -14.33, 0.67], [7.70, -19.61, 2.69], [9.34, -17.73, 3.00], [5.67, -19.30, 1.05], [3.89, -17.59, 0.66], [7.75, -18.88, -4.54], [8.96, -16.63, -4.64], [8.13, -14.83, -3.21], [2.36, -16.05, 1.37], [2.09, -13.33, 1.51], [4.48, -12.42, 0.97], [2.47, -17.22, -1.62], [3.90, -17.22, -2.08], [4.92, -17.06, -1.35], [6.23, -18.12, -3.10], [5.11, -17.74, -4.03], [4.05, -17.30, -3.48], [1.93, -16.46, -2.20], [2.40, -17.10, -0.56], [2.04, -18.21, -1.92], [6.02, -19.13, -2.70], [5.22, -17.83, -5.11], [3.25, -17.15, -4.08]], "total_charge": 3, "spin_multiplicity": 2, "e_homo_ev": [-17.7, -17.7], "s2": 0.830, "energy_ha": -3192.11517, "homo_lumo_gap_ev": [6.65, 6.65]}